(1)
25
Properties=species:S:1:pos:R:3 method="wB97M-V/def2-TZVPD" s_squared=0.75 multiplicity=2 lumo_energy_ev="0.8 / 0.6" e_homo_ev="-2.88 / -9.71"
N -1.14827 -0.06740 -1.89394
C -0.23535 -1.23886 -1.76920
C 0.21720 -1.50675 -0.34941
N -0.34007 -0.40681 0.58942
C 0.91097 0.28080 1.25035
C 0.57689 1.42853 2.08083
C -1.26182 -1.08970 1.70674
H -0.70337 0.58834 -2.53049
H -2.09252 -0.36671 -2.29977
H -1.26591 0.46448 -0.91797
H -0.54779 -2.20974 -2.19815
H 0.70360 -0.99876 -2.37670
H 1.29482 -1.40785 -0.27103
H 0.27065 -2.53464 0.07625
H 1.59279 0.83211 0.44664
H 1.49922 -0.43706 1.87083
H -0.05606 2.18079 1.73888
H 0.26890 1.18932 3.18121
H 1.46942 2.11305 2.28230
H -2.06378 -1.63372 1.32666
H -1.78900 -0.22658 2.20283
H -0.54590 -1.50486 2.48401
H 1.30483 1.76477 -2.86139
H 1.21875 2.73788 -1.65138
O 0.72181 2.04939 -2.11755

***

(2)
20
Properties=species:S:1:pos:R:3 method="wB97M-V/def2-TZVPD" lumo_energy_ev=0.9 smiles="C=CC(=C)C.NOC=O" e_homo_ev=-8.84
C -0.77324 -0.93834 -1.53505
C -1.04867 0.27704 -1.07078
C -1.43804 0.59698 0.29623
C -1.62981 1.86694 0.65139
C -1.60027 -0.53001 1.26935
H -0.81849 -1.81803 -0.91695
H -0.49321 -1.09372 -2.56455
H -0.97830 1.12846 -1.73697
H -1.50506 2.67739 -0.04724
H -1.91417 2.14093 1.65318
H -2.35442 -1.23108 0.91498
H -1.90112 -0.15511 2.24397
H -0.65943 -1.06766 1.37438
N 2.32066 0.41882 -1.16453
O 3.06708 0.24603 0.03452
C 2.58200 -0.59181 0.93143
O 1.60699 -1.27677 0.81506
H 1.43873 -0.09618 -1.05483
H 2.86704 -0.00395 -1.91249
H 3.23172 -0.54994 1.81891

***

(3)
45
Properties=species:S:1:pos:R:3 method="wB97M-V/def2-TZVPD" lumo_energy_ev=0.2 smiles="C[C@@H](N)C=O.O.O.O.O.O.O.O.O.O.O.O" e_homo_ev=-9.80
C 1.22675 1.92390 -0.21460
C 0.45668 3.09697 0.36430
N -0.93540 3.18922 -0.21465
C 0.12019 2.67270 1.84310
O -0.52954 1.67898 2.15685
H 1.90352 2.38262 -0.92656
H 0.59311 1.23795 -0.91467
H 1.90134 1.31590 0.54109
H 0.90488 4.08267 0.07388
H -1.54322 2.36621 0.15123
H -0.76788 3.18151 -1.19580
H 0.26098 3.43371 2.63330
O 1.20983 -3.54740 -0.40331
H 0.28884 -3.08103 -0.29269
H 0.89811 -4.47952 -0.48267
O -2.15367 -2.01764 1.98980
H -2.25773 -1.21316 1.57857
H -2.83398 -2.62155 1.96973
O -3.21431 1.23257 -1.58203
H -2.49065 1.64821 -2.14101
H -3.23092 0.35658 -1.71041
O -2.73412 0.46248 1.03668
H -3.30404 0.75743 0.27456
H -1.96184 1.02264 0.97388
O -0.63708 -1.93735 -2.98918
H -0.95835 -2.22122 -3.79743
H -0.29617 -1.03607 -3.19685
O 2.50251 -1.68489 0.89844
H 2.53301 -2.53908 1.21793
H 1.64050 -1.44268 0.53198
O 0.05957 -0.92653 0.83614
H -0.55742 -1.47580 1.26124
H -0.09302 -0.00045 1.04573
O 2.88728 -0.74981 -1.52506
H 3.57964 -0.25412 -1.51211
H 2.78367 -1.27320 -0.72254
O 1.09918 0.41154 -2.69408
H 1.90736 0.29876 -2.92221
H 0.90700 -0.23663 -2.04356
O 3.16922 0.07673 2.69752
H 2.64739 0.13519 3.44638
H 2.85410 -0.66822 2.11395
O -2.38408 -1.20581 -0.96206
H -1.77518 -0.76142 -0.52382
H -2.00540 -1.74402 -1.56323

***

(4)
47
Properties=species:S:1:pos:R:3 method="wB97M-V/def2-TZVPD" charge=+3 lumo_energy_ev=-10.6 e_homo_ev=-18.39
C -4.44294 4.27689 -1.87300
C -4.50077 2.85540 -2.08867
H -5.33043 4.76646 -2.29728
H -3.52473 4.65698 -2.34675
H -4.38012 4.45494 -0.78839
O -5.08344 1.93558 -2.52328
I -2.16049 2.08309 -0.91396
Zr 0.05527 0.87779 0.14331
P -1.40423 0.03555 2.19593
C -1.84870 -1.67655 2.60073
C -0.39749 0.53622 3.64592
H -1.01228 0.50637 4.55626
H -3.21414 0.90466 3.55842
H -0.01512 1.55445 3.49142
H -2.89732 1.93885 2.13529
H -0.97226 -2.33006 2.51231
H 0.45592 -0.14448 3.76112
C -2.98168 0.90367 2.48638
H -2.23710 -1.71717 3.62650
H -3.78603 0.40872 1.92912
H -2.62186 -2.02103 1.90230
P 1.05410 0.61349 -2.30311
C 1.32870 -0.92859 -3.21916
C 0.34317 1.68738 -3.59448
H 2.72879 2.19621 -1.52517
H 3.18015 1.48978 -3.11392
H 3.38944 0.54159 -1.60759
C 2.75603 1.27505 -2.12315
H -0.01258 2.61870 -3.13832
H 1.10765 1.92291 -4.34506
H 1.97379 -0.72641 -4.08380
H 0.36251 -1.31679 -3.56560
H -0.50631 1.18299 -4.07034
H 1.80255 -1.67775 -2.57320
Cl 1.10251 2.80293 0.96205
C 0.73960 -3.00211 0.00787
C 1.66340 -2.03017 0.64351
N 1.52416 -0.70099 0.74275
C 2.65657 -0.21666 1.42773
C 3.45539 -1.26715 1.72693
N 2.81419 -2.39910 1.22569
H 1.25163 -3.53171 -0.81082
H 0.40356 -3.74458 0.74855
H -0.14104 -2.48815 -0.40069
H 2.76470 0.83836 1.62583
H 4.39949 -1.28235 2.24263
H 3.14519 -3.35890 1.28004

***

(5)
79
Properties=species:S:1:pos:R:3 method="wB97M-V/def2-TZVPD" s_squared=6.08 multiplicity=5 charge=+2 lumo_energy_ev="-4.7 / -7.8" e_homo_ev="-12.23 / -12.86"
Os 12.33418 17.90149 11.54135
C 18.27590 16.18128 10.72022
O 19.16595 16.96045 11.51019
C 18.80917 18.03431 12.30753
C 19.85733 18.41819 13.16618
C 19.83624 19.60220 13.87093
C 18.72388 20.42395 13.77574
C 17.64218 20.02737 12.97415
C 17.62686 18.84595 12.21720
N 16.48494 18.56254 11.39485
C 15.21871 18.45058 11.81741
N 15.07326 18.17736 13.13001
C 13.89454 18.22734 13.94585
C 12.59235 18.23938 13.46669
C 11.51076 18.47734 14.38463
C 11.74140 18.72037 15.71843
C 13.06954 18.75405 16.23173
C 14.09759 18.40707 15.34941
O 15.41394 18.20550 15.74688
C 15.59865 18.23224 17.20830
N 14.16633 18.54220 10.97786
C 14.29117 18.91696 9.62419
C 15.08178 19.93152 9.13255
C 15.18772 20.13349 7.73786
C 14.51013 19.29394 6.86302
C 13.67313 18.30120 7.36342
C 13.48518 18.17011 8.72400
O 12.49717 17.39516 9.32005
C 11.47280 16.73954 8.52293
H 18.94561 15.47530 10.20309
H 17.78169 16.82020 9.97190
H 17.49659 15.66110 11.28892
H 20.69993 17.72781 13.17244
H 20.67371 19.85537 14.47313
H 18.69720 21.38814 14.28225
H 16.74707 20.69225 12.93133
H 16.60926 18.67132 10.37035
H 15.95301 18.08961 13.63176
H 10.50416 18.37933 13.93952
H 10.88844 18.89792 16.41514
H 13.36120 19.14398 17.22213
H 15.43706 19.22900 17.61772
H 16.61752 17.91309 17.38775
H 14.95603 17.50167 17.75044
H 15.62097 20.60465 9.83382
H 15.72877 20.98979 7.34990
H 14.57070 19.42964 5.75639
H 13.15420 17.68514 6.63014
H 11.21819 15.85176 9.08025
H 11.84220 16.49234 7.53424
H 10.57771 17.39132 8.53254
C 9.67893 8.82442 13.98376
C 8.75325 9.14315 12.79126
O 8.86836 8.64835 11.71739
S 7.60826 10.41042 13.24711
C 8.52960 11.76812 12.75625
C 9.63853 11.76425 11.85878
C 10.36063 12.91829 11.58995
C 9.94394 14.14773 12.17240
C 8.75572 14.19328 13.00884
C 8.02594 13.04898 13.23172
C 10.65417 15.35134 11.97225
C 11.26968 16.42824 11.88671
H 10.69475 8.76395 13.55366
H 9.43650 7.83806 14.35455
H 9.72750 9.49346 14.86870
H 9.96397 10.83242 11.41713
H 11.31649 12.88128 11.06306
H 8.50853 15.14128 13.44603
H 7.13330 13.05102 13.85582
I 10.88120 23.75704 9.87716
C 10.97895 21.74890 10.42966
C 9.81679 20.95655 10.47395
N 10.13490 19.69300 10.82822
N 11.45929 19.63603 11.09228
C 12.01241 20.88917 10.89430
H 8.79828 21.24608 10.23510
H 9.53072 18.88825 10.91130
H 13.06008 21.02073 11.05652

***

(6)
19
Properties=species:S:1:pos:R:3 method="wB97M-V/def2-TZVPD" lumo_energy_ev=-0.8 smiles="C[C@@]1(c2ccccn2)P=C1C#N" e_homo_ev=-9.15
C 1.69731 2.23742 -0.57734
C 1.98018 0.76875 -0.31218
C 0.86884 -0.17012 0.07688
C 0.59871 -0.70872 1.30654
C -0.01694 -2.01279 1.28659
C -0.29003 -2.54284 0.11453
C -0.09691 -1.84936 -1.07668
N 0.41540 -0.69104 -1.08878
P 2.80908 -0.18424 -1.64790
C 3.44323 0.14021 -0.12981
C 4.02904 0.18188 1.06884
N 4.35668 0.27166 2.16820
H 0.86218 2.44832 -1.15772
H 2.56539 2.72363 -1.15314
H 1.87356 2.94581 0.31169
H 0.59940 -0.00866 2.20405
H -0.08125 -2.59806 2.21523
H -0.78027 -3.40740 -0.08065
H -0.45695 -2.27369 -1.98394